No. 1
This record from OMol25 describes H25O13 as an isolated structure at a distorted geometry. The level of theory is ωB97M-V/def2-TZVPD.

Calculated values
**Kohn-Sham gap**: 0.3630 Ha
**Spin multiplicity**: 1
**Energy**: -993.11428 hartree
**Net charge**: -1

Each line ends with the Löwdin charge.
CARTESIAN COORDINATES (ANGSTROEM)
O -1.24 1.12 -1.63  -0.15
O -2.18 -2.83 0.22  -0.03
O 1.46 -2.92 2.87  -0.12
O 0.83 -3.75 -1.98  -0.07
O 1.08 0.87 -2.75  -0.15
O 2.86 -1.48 0.48  0.00
O -3.41 1.08 1.04  -0.09
O 0.06 -0.25 1.60  -0.27
O -3.20 -1.05 -2.93  0.00
O 0.86 0.42 4.15  -0.08
O 3.14 3.09 0.29  -0.03
O -0.58 4.12 -1.38  -0.01
O 0.89 1.35 -0.07  -0.30
H 2.47 -0.63 0.55  0.00
H 1.62 -0.09 4.01  -0.01
H 0.10 0.89 -2.81  -0.01
H 2.74 3.53 1.00  0.00
H 0.58 -3.17 2.52  0.02
H -1.68 -2.12 0.58  0.00
H 3.02 -1.60 -0.42  0.00
H 1.14 -4.17 -1.20  0.01
H 1.45 -1.96 2.49  0.04
H 0.97 -2.89 -1.48  0.05
H 0.58 0.39 0.74  0.00
H -3.06 0.98 0.12  0.01
H -0.63 0.50 1.73  0.06
H -0.73 3.30 -1.75  -0.05
H 1.00 1.98 0.67  0.03
H 2.34 2.72 -0.10  -0.01
H -1.59 0.26 -1.33  0.02
H -4.17 0.49 0.75  0.07
H 0.29 0.13 3.39  -0.01
H -2.33 -2.72 -0.71  0.00
H -0.45 1.14 -0.90  0.05
H -3.03 -0.25 -2.58  -0.06
H 0.21 4.21 -0.86  0.03
H 1.14 1.02 -1.72  0.01
H -2.55 -1.71 -2.60  0.05

---

No. 2
This record from OMol25 describes a 13-piece molecular cluster, H25O13 overall at a distorted geometry. The level of theory is ωB97M-V/def2-TZVPD.

Calculated values
**Kohn-Sham gap**: 0.3750 Ha
**Spin multiplicity**: 1
**Energy**: -993.21810 hartree
**Net charge**: -1

Each line ends with the Löwdin charge.
CARTESIAN COORDINATES (ANGSTROEM)
O 2.40 0.40 -0.38  -0.11
O -2.68 -0.40 -2.19  -0.09
O -2.51 0.94 1.25  -0.05
O -1.58 -1.31 0.06  -0.09
O 1.42 2.98 0.46  -0.12
O 1.53 1.06 2.35  -0.11
O -1.82 2.15 -1.58  -0.12
O -0.97 -3.21 2.59  -0.09
O 0.69 1.79 -1.71  -0.33
O 0.46 -0.72 -2.60  -0.09
O -0.91 0.74 3.23  -0.12
O 1.34 -1.82 0.77  -0.07
O 1.69 -2.90 -1.68  -0.07
H 1.61 1.90 1.77  0.04
H -2.88 -1.12 -1.58  0.01
H 1.45 0.55 1.50  0.02
H -0.81 2.08 -1.70  -0.02
H 1.38 -2.13 -0.16  -0.01
H 1.78 1.01 -0.91  -0.01
H -1.74 2.43 -0.66  0.02
H -3.09 0.40 1.78  0.06
H -0.51 -0.79 -2.63  0.03
H 2.54 -0.32 -0.99  0.02
H -0.61 -1.13 0.08  0.03
H 1.04 2.16 -2.52  0.04
H -0.69 -0.05 3.73  0.04
H -2.41 0.30 -1.57  -0.02
H -1.44 -2.80 1.84  0.01
H -0.05 0.99 2.73  0.03
H 1.09 -3.38 -2.26  0.06
H -1.84 1.31 1.81  0.01
H 0.61 0.22 -2.34  0.00
H 1.10 2.47 -0.40  0.01
H 2.17 -1.38 0.98  0.03
H -1.77 -0.45 0.50  0.00
H 1.70 -2.03 -2.13  0.01
H 2.33 3.17 0.22  0.04
H -0.04 -3.12 2.34  0.01

---

No. 3
This record from OMol25 describes H26HeO13 as an isolated structure at a distorted geometry. The level of theory is ωB97M-V/def2-TZVPD.

Calculated values
**Kohn-Sham gap**: 0.3867 Ha
**Spin multiplicity**: 1
**Energy**: -996.65475 hartree

Each line ends with the Löwdin charge.
CARTESIAN COORDINATES (ANGSTROEM)
O -11.88 9.07 -8.27  -0.04
O -16.69 9.58 -8.35  -0.06
O -16.27 12.47 -4.79  -0.05
O -15.65 7.82 -4.99  -0.03
O -15.53 12.26 -8.57  -0.06
O -12.72 11.70 -8.18  -0.06
O -13.13 8.10 -5.92  -0.06
O -12.79 10.37 -3.70  -0.03
O -17.31 10.01 -5.57  -0.05
O -17.71 13.48 -6.99  -0.04
O -13.97 13.08 -10.84  -0.06
O -14.61 8.44 -10.26  -0.05
O -13.44 12.37 -5.55  -0.08
He -14.62 10.46 -6.80  0.22
H -10.98 9.00 -7.96  0.06
H -13.60 10.34 -3.19  0.06
H -17.20 8.81 -8.63  0.06
H -17.03 10.82 -5.15  0.01
H -15.86 7.04 -5.49  0.06
H -14.13 12.87 -9.92  -0.03
H -14.27 9.12 -10.84  0.04
H -16.85 9.64 -7.41  -0.02
H -18.27 10.02 -5.49  0.07
H -14.05 7.98 -5.66  -0.02
H -14.76 8.90 -9.43  -0.01
H -12.00 12.33 -8.15  0.07
H -12.30 10.85 -8.26  0.00
H -15.42 12.36 -5.21  -0.01
H -16.81 12.90 -5.46  0.00
H -16.18 8.51 -5.38  0.00
H -13.30 11.69 -4.89  -0.02
H -14.70 12.22 -8.10  -0.01
H -12.71 9.49 -4.08  0.02
H -12.85 7.22 -6.20  0.06
H -15.90 11.38 -8.48  -0.01
H -18.39 12.83 -7.16  0.05
H -12.93 12.07 -6.30  -0.02
H -12.41 8.75 -7.54  -0.01
H -14.85 13.21 -11.21  0.03
H -17.12 13.40 -7.74  0.02

---

No. 4
This record from OMol25 describes a 12-piece molecular cluster, H26NO11 overall at a distorted geometry. The level of theory is ωB97M-V/def2-TZVPD.

Calculated values
**Kohn-Sham gap**: 0.3830 Ha
**Spin multiplicity**: 1
**Energy**: -897.63984 hartree
**Net charge**: +1

Each line ends with the Löwdin charge.
CARTESIAN COORDINATES (ANGSTROEM)
O 11.30 15.94 12.65  -0.06
O 8.29 12.83 12.71  -0.02
O 7.75 15.57 10.71  -0.09
O 8.48 18.31 12.54  0.09
O 9.75 12.73 14.90  -0.06
O 8.50 15.02 17.23  -0.08
O 6.04 17.70 14.91  0.08
O 5.52 13.78 14.53  -0.04
O 12.23 16.55 16.42  -0.07
O 5.66 16.62 12.38  -0.03
O 12.44 13.61 16.04  -0.06
N 8.56 15.65 14.10  0.26
H 7.37 12.52 13.05  0.12
H 8.30 16.20 10.16  0.08
H 6.40 18.42 15.25  -0.01
H 7.84 18.76 12.15  -0.01
H 11.62 16.40 17.14  0.00
H 8.38 15.39 13.09  0.10
H 5.32 12.86 14.36  0.05
H 11.59 13.80 15.58  0.01
H 12.18 16.32 12.62  0.05
H 7.72 14.47 17.50  0.08
H 12.32 15.73 15.86  0.02
H 5.86 17.10 13.13  -0.06
H 9.71 15.38 14.50  0.26
H 4.92 16.05 12.70  0.09
H 12.28 13.29 16.94  0.05
H 10.72 16.45 12.04  0.04
H 8.49 12.27 12.05  0.00
H 9.18 12.40 15.66  0.10
H 5.23 18.04 15.02  0.01
H 8.25 16.50 14.06  -0.03
H 9.36 12.55 14.09  -0.07
H 9.16 18.87 12.51  0.00
H 4.90 14.32 15.00  0.04
H 7.30 16.20 11.31  -0.02
H 9.33 14.82 17.68  0.04
H 7.89 14.99 14.75  0.17

---

No. 5
This record from OMol25 describes a 12-piece molecular cluster, H26NO11 overall at a distorted geometry. The level of theory is ωB97M-V/def2-TZVPD.

Calculated values
**Kohn-Sham gap**: 0.3298 Ha
**Spin multiplicity**: 1
**Energy**: -897.61647 hartree
**Net charge**: +1

Each line ends with the Löwdin charge.
CARTESIAN COORDINATES (ANGSTROEM)
O 2.70 0.90 -2.41  -0.08
O -3.81 0.72 1.19  -0.07
O -2.86 0.45 -1.26  0.00
O 0.51 -3.40 -1.26  0.02
O -1.65 1.90 2.37  -0.02
O -0.04 0.60 -2.65  -0.09
O 2.96 -1.60 -1.04  -0.03
O 2.68 1.13 1.27  -0.11
O 0.76 3.39 -0.17  -0.04
O -1.99 -2.62 -0.40  -0.01
O 1.42 -0.76 3.17  -0.18
N -0.09 0.12 0.46  0.29
H -0.92 0.45 0.02  0.06
H 0.12 0.07 1.42  0.06
H 0.44 0.91 -0.03  0.13
H -0.01 -0.92 -0.01  0.19
H -3.58 0.86 -1.67  0.05
H -2.06 -3.47 -0.91  0.10
H 1.70 0.89 -2.71  0.04
H 2.38 -0.87 2.55  0.14
H 1.03 3.90 0.60  0.05
H 0.41 3.97 -0.84  0.04
H -2.24 -2.77 0.46  0.02
H 2.93 0.14 1.36  0.03
H 3.25 -1.54 -0.05  0.10
H -3.05 0.97 1.64  -0.09
H 2.15 -2.04 -1.03  -0.05
H -0.27 -0.14 -3.18  0.03
H -0.81 1.31 -2.93  0.17
H 1.07 -1.64 3.55  0.09
H -2.77 -0.42 -1.64  0.05
H -1.43 2.67 1.98  -0.01
H -3.48 0.62 0.24  0.00
H -1.73 1.90 3.38  0.14
H 2.90 1.62 2.15  0.11
H 1.04 -3.93 -0.86  -0.06
H -0.37 -3.45 -0.80  0.03
H 2.72 0.10 -1.98  -0.09

---

No. 6
This record from OMol25 describes a 13-piece molecular cluster, H26O13 overall at a distorted geometry. The level of theory is ωB97M-V/def2-TZVPD.

Calculated values
**Kohn-Sham gap**: 0.3720 Ha
**Spin multiplicity**: 1
**Energy**: -993.59834 hartree

Each line ends with the Löwdin charge.
CARTESIAN COORDINATES (ANGSTROEM)
O 0.77 4.37 -1.80  -0.08
O -2.53 -2.46 -4.78  -0.09
O 0.52 -2.91 -5.16  -0.01
O 0.05 0.91 4.12  -0.06
O 1.87 -1.89 2.38  -0.11
O 2.61 2.96 2.74  -0.07
O 0.27 -0.16 -0.85  -0.04
O -0.64 1.24 -4.03  -0.01
O -3.76 1.35 -0.14  -0.03
O 0.47 -4.96 1.38  -0.09
O -2.68 -1.42 3.55  -0.08
O -1.33 2.32 2.34  -0.04
O 3.70 0.66 1.29  -0.06
H -1.92 3.07 2.10  0.08
H 0.79 -2.96 -6.07  0.05
H -1.19 2.09 1.46  0.00
H 1.14 -0.21 -1.21  0.03
H 3.38 2.73 2.24  -0.01
H -2.16 -2.90 -4.03  0.00
H 0.13 -5.84 1.22  0.03
H -2.17 -1.26 2.68  0.07
H 2.82 -1.66 2.49  0.02
H -0.31 0.91 3.24  -0.03
H -0.76 0.98 4.66  0.05
H -3.49 0.54 0.34  0.05
H 1.83 2.74 2.17  0.04
H 1.26 -2.83 -4.64  -0.01
H -3.19 -0.61 3.46  0.01
H 3.62 -0.30 1.07  0.05
H 1.58 -1.63 3.35  0.10
H -1.88 -1.74 -5.07  0.06
H -0.28 -0.14 -1.64  0.02
H -4.41 1.75 0.36  -0.02
H -0.47 0.79 -3.26  -0.05
H 0.01 -4.31 0.77  0.06
H -0.17 2.09 -4.05  0.06
H 4.32 1.04 0.66  0.03
H 1.46 3.83 -2.34  0.09
H 0.76 3.83 -1.02  0.00